The following is a DFT calculation (wB97M-V/def2-TZVPD) of C30H20BrF4IrN4O7S as an isolated structure at a distorted geometry.

Geometry as ORCA input:
```
! RIJCOSX wB97M-V def2-TZVPD def2/J DEFGRID3
* xyz 1 2
Ir 1.402 -0.657 -1.635
Br 0.789 4.181 5.300
C 2.084 4.390 3.961
C 2.444 5.672 3.551
C 3.392 5.816 2.562
C 3.956 4.681 1.966
C 3.614 3.394 2.412
C 2.673 3.254 3.405
N 4.859 4.939 0.940
N 5.370 4.034 0.257
C 4.856 3.009 -0.391
C 5.756 1.943 -0.710
C 5.316 0.727 -1.115
C 3.918 0.509 -1.276
O 3.426 -0.623 -1.552
C 3.017 1.639 -1.151
N 1.721 1.362 -1.413
C 0.821 2.335 -1.343
C 1.189 3.640 -1.036
C 2.502 3.927 -0.730
C 3.450 2.897 -0.753
H 1.988 6.537 4.011
H 3.706 6.794 2.221
H 4.068 2.505 1.995
H 2.386 2.272 3.750
H 6.808 2.126 -0.533
H 5.988 -0.103 -1.282
H -0.205 2.049 -1.531
H 0.434 4.412 -1.019
H 2.791 4.938 -0.481
C -3.655 -6.030 -1.133
C -4.146 -4.678 -0.645
C -5.536 -4.367 -1.175
C -6.033 -3.050 -0.611
C -5.050 -1.953 -0.902
C -5.460 -0.645 -0.994
C -4.542 0.364 -1.274
F -4.989 1.624 -1.351
C -3.220 0.104 -1.477
C -2.774 -1.224 -1.394
C -1.369 -1.517 -1.593
O -0.594 -0.519 -1.832
C -0.975 -2.857 -1.523
C -1.935 -3.811 -1.240
N -3.219 -3.564 -1.029
C -3.685 -2.251 -1.106
C 0.396 -3.426 -1.807
O 0.521 -4.627 -1.897
O 1.395 -2.601 -1.971
H -4.442 -6.759 -0.946
H -2.766 -6.381 -0.611
H -3.455 -6.016 -2.205
H -4.180 -4.676 0.448
H -6.200 -5.181 -0.888
H -5.508 -4.336 -2.268
H -6.162 -3.143 0.472
H -7.007 -2.787 -1.022
H -6.502 -0.384 -0.855
H -2.525 0.898 -1.701
H -1.600 -4.835 -1.202
F 1.583 -0.319 3.971
C 1.188 -0.990 2.887
F -0.109 -1.254 2.986
F 1.867 -2.122 2.799
S 1.515 0.075 1.422
O 2.943 0.254 1.368
O 0.706 1.250 1.568
O 1.006 -0.860 0.351
*
```

Calculated values
E_LUMO (alpha / beta): -4.747 / -4.976 eV
ΔE to the lowest compared entry with this formula, charge and spin: 9.2 kcal/mol
highest occupied orbital energy (alpha / beta): -10.6 / -11.5 eV
electronic energy: -5376.71584 Ha
⟨S²⟩: 0.810


The following is a DFT calculation (wB97M-V/def2-TZVPD) of C30H20BrN4O3Sr as an isolated structure at a distorted geometry.

Geometry as ORCA input:
```
! RIJCOSX wB97M-V def2-TZVPD def2/J DEFGRID3
* xyz -1 1
Sr 1.825 -0.450 0.088
Br -3.120 0.358 5.882
C -1.745 -0.119 4.645
C -0.577 -0.702 5.107
C 0.411 -0.999 4.193
C 0.293 -0.722 2.807
O 1.287 -0.963 2.013
C -0.953 -0.192 2.365
C -1.344 0.014 0.924
N -0.840 0.816 -0.914
C -0.106 1.572 -1.800
C -0.543 2.871 -2.030
C 0.121 3.737 -2.902
C 1.240 3.343 -3.585
C 1.716 2.030 -3.408
C 2.867 1.551 -4.068
C 3.294 0.267 -3.870
C 2.564 -0.544 -2.987
N 1.505 -0.126 -2.336
C 1.052 1.132 -2.522
C -1.936 0.118 3.299
H -0.456 -0.928 6.158
H 1.345 -1.445 4.515
H -2.297 -0.495 0.755
H -1.414 3.237 -1.506
H -0.256 4.745 -3.022
H 1.762 4.021 -4.249
H 3.402 2.220 -4.732
H 4.169 -0.121 -4.372
H 2.849 -1.580 -2.817
H -2.871 0.553 2.965
O 1.566 1.617 0.304
C 0.861 2.529 0.908
C 1.495 3.633 1.526
C 0.796 4.599 2.218
C -0.591 4.540 2.302
C -1.244 3.504 1.657
C -0.563 2.508 0.966
C -1.395 1.436 0.307
N -0.444 -0.390 -0.189
N -0.894 -1.626 -0.727
C 0.023 -2.568 -0.759
O 1.277 -2.459 -0.594
C -0.539 -3.957 -0.938
C -1.911 -4.199 -0.967
C -2.395 -5.495 -1.049
C -1.513 -6.567 -1.102
C -0.146 -6.333 -1.082
C 0.337 -5.035 -1.000
H 2.576 3.682 1.451
H 1.327 5.413 2.701
H -1.142 5.294 2.851
H -2.330 3.458 1.687
H -2.411 1.810 0.160
H -2.573 -3.346 -0.919
H -3.463 -5.675 -1.058
H -1.891 -7.581 -1.155
H 0.545 -7.166 -1.121
H 1.398 -4.828 -0.969
*
```

Calculated values
E_LUMO: 2.260 eV
ΔE to the lowest compared entry with this formula, charge and spin: 37.9 kcal/mol
highest occupied orbital energy: -4.4 eV
electronic energy: -4204.78467 Ha


The following is a DFT calculation (wB97M-V/def2-TZVPD) of C30H20F5N3PSe2Sn as an isolated structure.

Geometry as ORCA input:
```
! RIJCOSX wB97M-V def2-TZVPD def2/J DEFGRID3
* xyz 1 1
Sn 0.094 -1.183 0.734
N 2.261 -0.697 -0.461
C 2.916 0.576 -0.197
C 4.297 0.698 -0.296
C 4.895 1.934 -0.113
C 4.118 3.056 0.153
C 2.745 2.932 0.260
C 2.136 1.687 0.106
P 0.355 1.475 0.305
C -0.158 2.459 1.724
C -0.655 3.756 1.584
C -1.005 4.485 2.710
C -0.860 3.928 3.973
C -0.364 2.640 4.117
C -0.018 1.906 2.994
C -0.392 2.192 -1.174
C 0.370 2.437 -2.315
C -0.246 2.900 -3.469
C -1.615 3.114 -3.490
C -2.377 2.864 -2.356
C -1.771 2.397 -1.202
H 2.250 -0.891 -1.459
H 2.793 -1.453 -0.040
H 4.898 -0.172 -0.532
H 5.970 2.024 -0.190
H 4.586 4.023 0.283
H 2.138 3.800 0.487
H -0.774 4.192 0.600
H -1.392 5.488 2.599
H -1.137 4.499 4.849
H -0.254 2.205 5.101
H 0.368 0.899 3.121
H 1.442 2.286 -2.305
H 0.349 3.099 -4.351
H -2.091 3.478 -4.391
H -3.447 3.031 -2.368
H -2.368 2.200 -0.323
F -8.044 -0.055 -0.812
C -6.789 -0.410 -0.592
C -6.371 -1.701 -0.873
F -7.231 -2.583 -1.366
C -5.056 -2.062 -0.640
F -4.688 -3.308 -0.927
C -4.134 -1.159 -0.125
Se -2.366 -1.782 0.236
C -4.580 0.121 0.151
F -3.746 1.026 0.680
C -5.888 0.505 -0.075
F -6.284 1.744 0.207
Se -0.332 -5.021 0.440
N 1.128 -4.004 0.255
C 2.149 -4.823 0.083
C 3.508 -4.423 -0.116
C 4.457 -5.374 -0.274
C 4.139 -6.775 -0.247
C 2.871 -7.205 -0.066
C 1.831 -6.234 0.105
N 0.565 -6.540 0.286
H 3.763 -3.372 -0.148
H 5.489 -5.086 -0.429
H 4.941 -7.490 -0.378
H 2.610 -8.254 -0.044
*
```

Calculated values
E_LUMO: -3.920 eV
highest occupied orbital energy: -10.9 eV
electronic energy: -7177.06295 Ha


The following is a DFT calculation (wB97M-V/def2-TZVPD) of C30H20O5P2PtS2 as an isolated structure.

Geometry as ORCA input:
```
! RIJCOSX wB97M-V def2-TZVPD def2/J DEFGRID3
* xyz -2 1
Pt -0.263 0.695 -2.468
S -2.132 -0.811 -2.086
P -1.357 -0.672 -0.235
C -0.161 0.489 -0.403
P 1.488 0.704 -0.267
S 1.990 1.340 -2.122
C 1.968 1.883 1.031
C 3.127 2.644 0.917
C 3.489 3.513 1.935
C 2.695 3.627 3.069
C 1.530 2.880 3.177
C 1.164 2.012 2.157
C 2.457 -0.776 0.208
C 2.333 -1.861 -0.665
C 2.951 -3.064 -0.378
C 3.705 -3.202 0.784
C 3.834 -2.127 1.650
C 3.210 -0.917 1.366
C -2.617 -0.176 0.983
C -3.456 -1.089 1.616
C -4.430 -0.641 2.498
C -4.573 0.717 2.747
C -3.745 1.631 2.107
C -2.769 1.186 1.227
C -0.819 -2.292 0.423
C -0.216 -2.349 1.680
C 0.312 -3.538 2.151
C 0.235 -4.691 1.377
C -0.365 -4.640 0.128
C -0.883 -3.443 -0.352
H 3.725 2.564 0.016
H 4.386 4.115 1.839
H 2.976 4.311 3.861
H 0.898 2.985 4.051
H 0.237 1.450 2.206
H 1.738 -1.737 -1.565
H 2.840 -3.901 -1.057
H 4.188 -4.145 1.010
H 4.422 -2.226 2.556
H 3.312 -0.088 2.057
H -3.346 -2.150 1.420
H -5.080 -1.354 2.991
H -5.337 1.064 3.432
H -3.866 2.693 2.285
H -2.118 1.879 0.704
H -0.148 -1.449 2.284
H 0.795 -3.567 3.121
H 0.652 -5.621 1.745
H -0.421 -5.533 -0.483
H -1.329 -3.379 -1.338
O -2.508 3.721 -7.670
C -2.122 3.214 -6.623
C -2.441 3.712 -5.252
O -3.137 4.685 -4.987
C -1.765 2.810 -4.284
C -1.061 1.803 -5.060
O -0.364 0.847 -4.567
C -1.254 2.013 -6.485
O -0.785 1.352 -7.417
O -1.791 2.897 -3.049
*
```

Calculated values
E_LUMO: 3.890 eV
ΔE to the lowest compared entry with this formula, charge and spin: 0.0 kcal/mol
highest occupied orbital energy: -0.4 eV
electronic energy: -3129.90678 Ha


The following is a DFT calculation (wB97M-V/def2-TZVPD) of C30H21Br3F4N3OPReS3Sb as an isolated structure at a distorted geometry.

Geometry as ORCA input:
```
! RIJCOSX wB97M-V def2-TZVPD def2/J DEFGRID3
* xyz 2 1
Re -0.066 0.189 -0.215
Br 0.083 -0.055 6.509
C -0.020 0.032 4.627
C -1.040 -0.614 3.928
C -1.049 -0.533 2.553
N -0.125 0.124 1.843
C 0.838 0.803 2.518
C 0.909 0.771 3.906
C 1.744 1.584 1.679
C 2.789 2.346 2.187
C 3.604 3.056 1.314
Br 5.018 4.118 1.977
C 3.350 2.967 -0.056
C 2.284 2.201 -0.479
N 1.482 1.533 0.353
H -1.802 -1.171 4.448
H -1.851 -1.004 1.996
H 1.682 1.302 4.434
H 2.976 2.391 3.246
H 3.973 3.486 -0.766
H 2.068 2.128 -1.537
F -2.475 4.047 -5.700
C -2.263 3.619 -4.472
C -2.848 4.258 -3.376
F -3.589 5.335 -3.562
C -2.648 3.753 -2.092
F -3.207 4.376 -1.059
C -1.864 2.626 -1.850
P -1.721 1.937 -0.143
C -3.443 1.593 0.323
C -4.285 2.563 0.868
C -5.606 2.253 1.135
C -6.090 0.977 0.898
C -5.249 0.002 0.385
C -3.937 0.312 0.083
C -1.133 3.362 0.809
C -0.255 4.268 0.216
C 0.227 5.339 0.944
C -0.162 5.512 2.263
C -1.003 4.591 2.867
C -1.478 3.505 2.151
C -1.249 2.044 -2.954
Br -0.060 0.573 -2.746
C -1.437 2.518 -4.245
F -0.820 1.911 -5.250
H -3.922 3.556 1.074
H -6.261 3.017 1.524
H -7.123 0.746 1.104
H -5.621 -0.997 0.215
H -3.288 -0.444 -0.337
H 0.039 4.142 -0.818
H 0.891 6.049 0.477
H 0.181 6.372 2.815
H -1.304 4.727 3.893
H -2.128 2.781 2.622
S -3.783 -2.814 2.103
Sb -2.801 -4.620 1.211
S -1.390 -1.796 -0.571
S -0.655 -3.402 0.356
C 2.032 -2.082 -2.527
C 2.184 -2.075 -1.037
N 2.918 -3.057 -0.525
O 1.693 -1.232 -0.272
H 2.607 -2.887 -2.971
H 2.372 -1.137 -2.947
H 0.988 -2.215 -2.806
H 3.402 -3.723 -1.104
H 3.061 -3.100 0.472
*
```

Calculated values
E_LUMO (alpha / beta): -7.280 / -7.311 eV
highest occupied orbital energy (alpha / beta): -13.3 / -13.3 eV
electronic energy: -11370.84768 Ha


The following is a DFT calculation (wB97M-V/def2-TZVPD) of C30H21ClF9NO3PRe as an isolated structure at a distorted geometry.

Geometry as ORCA input:
```
! RIJCOSX wB97M-V def2-TZVPD def2/J DEFGRID3
* xyz 3 2
Re 0.718 -1.571 0.951
Cl -4.759 -5.997 2.994
C -3.672 -4.851 2.406
C -4.135 -3.760 1.655
C -3.249 -2.821 1.166
C -1.894 -2.975 1.434
O -1.013 -2.080 0.969
C -1.406 -4.060 2.199
C 0.002 -4.181 2.493
O 0.856 -3.360 2.122
C -2.302 -4.998 2.679
H -5.196 -3.666 1.465
H -3.582 -1.971 0.583
H 0.342 -5.038 3.082
H -1.967 -5.843 3.268
C 4.132 0.607 0.941
C 3.749 -0.738 1.414
N 4.543 -1.513 2.073
O 2.533 -1.169 1.158
H 5.197 0.788 1.065
H 3.566 1.345 1.521
H 3.849 0.719 -0.107
H 5.492 -1.220 2.279
H 4.255 -2.432 2.395
F -6.387 -0.341 -1.656
C -5.926 0.399 -0.648
F -6.453 1.616 -0.728
F -6.346 -0.164 0.502
C -4.412 0.457 -0.644
C -3.674 -0.223 -1.603
C -2.289 -0.208 -1.537
C -1.654 0.508 -0.522
C -2.399 1.214 0.423
C -3.782 1.185 0.359
P 0.138 0.397 -0.397
C 0.822 0.370 -2.051
C 1.840 -0.525 -2.382
C 2.395 -0.508 -3.651
C 1.929 0.406 -4.586
C 0.913 1.297 -4.269
C 0.354 1.280 -3.002
C 2.513 0.390 -5.987
F 1.872 -0.516 -6.732
F 2.390 1.581 -6.570
F 3.807 0.063 -5.953
C 0.814 1.786 0.531
C 0.737 1.757 1.930
C 1.304 2.773 2.678
C 1.956 3.817 2.028
C 2.020 3.865 0.644
C 1.452 2.844 -0.110
C 2.636 4.875 2.876
F 3.044 5.905 2.145
F 1.815 5.313 3.829
F 3.711 4.326 3.473
H -4.178 -0.759 -2.396
H -1.714 -0.738 -2.287
H -1.914 1.801 1.193
H -4.372 1.734 1.082
H 2.200 -1.254 -1.662
H 3.180 -1.202 -3.920
H 0.560 2.002 -5.011
H -0.446 1.971 -2.762
H 0.210 0.955 2.443
H 1.239 2.766 3.759
H 2.515 4.693 0.154
H 1.520 2.880 -1.189
*
```

Calculated values
E_LUMO (alpha / beta): -12.643 / -11.250 eV
ΔE to the lowest compared entry with this formula, charge and spin: 0.0 kcal/mol
highest occupied orbital energy (alpha / beta): -17.5 / -17.5 eV
electronic energy: -3213.93436 Ha
⟨S²⟩: 1.231


The following is a DFT calculation (wB97M-V/def2-TZVPD) of C30H21ClFI2N6O9Re as an isolated structure at a distorted geometry.

Geometry as ORCA input:
```
! RIJCOSX wB97M-V def2-TZVPD def2/J DEFGRID3
* xyz 1 2
Re -0.499 0.320 -0.387
I -2.379 -0.576 6.949
C -1.532 -0.267 5.074
C -0.249 -0.725 4.817
C 0.312 -0.523 3.566
I 2.250 -1.166 3.184
C -0.409 0.135 2.569
O 0.197 0.354 1.375
C -1.703 0.606 2.834
C -2.447 1.394 1.801
N -2.473 0.672 0.501
C -3.254 -0.588 0.581
C -2.354 -1.785 0.673
C -2.770 -2.971 1.255
C -1.867 -4.013 1.383
C -0.566 -3.836 0.939
C -0.227 -2.637 0.348
N -1.110 -1.639 0.190
C -2.250 0.398 4.088
H 0.316 -1.232 5.586
H -3.470 1.582 2.134
H -1.965 2.358 1.631
H -2.930 1.290 -0.172
H -3.905 -0.572 1.459
H -3.898 -0.661 -0.299
H -3.778 -3.057 1.633
H -2.167 -4.941 1.848
H 0.180 -4.608 1.053
H 0.776 -2.436 0.001
H -3.245 0.768 4.297
O 4.331 2.283 -3.361
C 4.254 0.943 -3.397
O 5.136 0.280 -3.860
C 3.040 0.329 -2.813
C 2.612 -0.931 -3.008
Cl 3.273 -2.167 -3.943
N 1.397 -1.148 -2.346
N 1.031 -0.032 -1.645
C 1.954 1.038 -2.061
C 1.794 3.328 -1.139
O 2.051 3.895 -2.172
O 0.586 3.027 0.850
C 0.411 -2.122 -2.654
C -0.847 -1.679 -3.056
C -1.850 -2.606 -3.296
C -1.589 -3.961 -3.160
C -0.324 -4.394 -2.791
C 0.682 -3.478 -2.528
H 3.536 2.742 -3.042
H -1.022 -0.620 -3.216
H -2.826 -2.271 -3.619
H -2.368 -4.683 -3.361
H -0.121 -5.452 -2.697
H 1.663 -3.806 -2.213
F 3.342 0.258 0.224
C 2.922 1.516 0.181
C 2.293 1.945 -0.903
N 0.918 3.911 -0.205
C -0.366 4.337 -0.762
C -1.268 3.113 -1.031
O -2.471 3.142 -0.916
O -0.588 2.040 -1.376
C 1.218 3.268 2.041
O 0.585 3.468 3.029
N 2.602 3.215 2.004
C 3.439 2.319 1.344
O 4.579 2.178 1.687
H 1.397 1.664 -2.779
H -0.166 4.867 -1.693
H -0.861 5.009 -0.065
H 3.040 3.591 2.838
*
```

Calculated values
E_LUMO (alpha / beta): -3.522 / -4.583 eV
ΔE to the lowest compared entry with this formula, charge and spin: 71.8 kcal/mol
highest occupied orbital energy (alpha / beta): -10.8 / -10.8 eV
electronic energy: -3395.01966 Ha
⟨S²⟩: 1.042